Record 1
Entry from the Open Molecules 2025 dataset: C56H79CsGeN7S2Si5 as an isolated structure (ωB97M-V/def2-TZVPD).

Positions of all 151 atoms, in Å:
N  1.079  3.201  -2.929
C  0.898  -4.060  -3.015
N  0.193  0.669  -3.415
H  0.507  0.016  3.574
H  0.487  -4.136  -4.027
H  1.166  -7.349  0.641
H  -1.476  -6.521  -0.959
C  -3.036  2.733  -3.211
H  -3.595  -2.554  2.042
H  -4.612  -0.247  -3.360
H  0.020  -6.851  -1.833
C  -0.445  4.418  4.462
H  -2.514  1.204  2.277
C  -3.223  -0.042  3.861
H  2.101  6.593  -1.922
H  1.726  -1.278  1.877
C  0.716  3.934  -5.233
N  1.533  4.451  -2.678
H  -5.041  1.326  1.354
C  4.227  0.220  3.083
C  1.518  4.545  -7.429
C  -6.413  -0.315  1.395
C  2.089  -6.839  0.349
C  0.326  6.665  4.981
C  -0.873  -6.223  -1.820
Si  0.312  -3.826  0.391
H  2.937  -7.415  0.734
H  7.635  -1.005  0.474
C  2.142  -1.195  2.887
C  7.067  -0.764  -0.422
C  -1.402  4.552  5.471
H  2.095  4.302  -8.313
C  -6.146  -1.954  -0.330
H  7.484  0.138  -0.875
H  4.004  -1.511  1.829
C  4.862  -1.180  -1.064
H  5.259  -2.573  -2.492
H  -2.198  -3.513  -3.242
C  1.449  3.640  -6.377
C  -4.624  -0.043  -0.250
C  -0.347  -0.529  -3.606
H  -3.720  -1.182  5.608
C  -1.399  1.547  4.098
S  3.215  -1.065  -1.162
H  1.426  -5.603  3.336
C  3.683  -1.185  2.821
H  2.006  3.326  2.873
H  1.329  -3.062  -2.896
C  0.847  5.757  -7.347
H  -0.523  -2.119  3.620
H  1.784  -2.057  3.451
H  -7.677  -2.046  1.180
H  -3.438  2.340  -0.247
H  1.906  2.554  4.452
H  2.516  -4.212  3.323
N  2.556  5.921  -1.323
C  -2.190  -5.425  2.132
H  -0.196  -1.250  -2.807
C  -2.389  0.933  3.321
C  -6.830  -1.495  0.788
H  3.463  6.177  -0.971
H  -1.882  3.118  1.339
H  -2.935  4.163  -4.811
H  -0.410  7.005  -6.132
H  1.973  2.693  -6.439
C  0.054  5.157  -5.154
H  0.999  7.490  4.781
H  3.170  -5.851  3.149
H  1.944  0.146  4.575
H  4.221  0.440  4.154
H  -1.454  -6.170  2.450
C  0.411  5.503  4.227
C  -0.626  6.771  5.987
C  -4.229  0.724  -3.658
Si  -0.305  2.881  3.377
H  -4.510  -1.661  -1.666
H  -1.486  -1.869  -4.839
H  -0.502  5.394  -4.257
H  -2.990  -5.391  2.879
H  -5.095  0.555  -5.617
H  4.106  -1.891  3.541
C  -2.737  -2.539  1.362
C  -1.061  -0.880  -4.739
H  1.155  5.446  3.439
H  3.446  1.052  1.261
H  -2.857  -3.866  -1.640
H  -0.698  7.679  6.573
H  2.139  -6.846  -0.743
H  -2.623  -5.765  1.187
N  1.972  1.250  2.755
H  -1.452  -6.428  -2.726
H  -0.337  4.044  1.101
C  -2.087  0.166  5.971
C  0.114  6.059  -6.205
H  0.894  6.463  -8.167
H  -2.090  3.738  5.667
C  -3.307  3.195  -4.493
H  5.298  0.218  0.343
H  -0.499  1.594  6.057
Cs  0.739  1.398  -0.678
C  1.593  0.072  3.528
C  -0.829  -3.168  3.641
C  -1.236  0.092  -5.710
C  1.545  2.486  3.406
C  0.641  2.953  -4.109
Ge  -2.973  0.942  -0.865
C  -1.490  5.713  6.230
H  3.799  2.254  2.486
C  -1.264  1.143  5.432
H  3.975  -3.375  0.786
Si  2.176  -5.083  1.015
H  -2.457  3.365  -2.541
C  3.389  1.254  2.340
C  3.769  -4.353  0.344
C  -4.054  2.416  -5.371
H  0.014  -3.765  4.000
Si  -1.426  -3.716  1.950
C  -5.336  0.397  0.875
H  -4.269  2.771  -6.373
H  -0.830  2.126  -6.255
C  -1.997  -3.444  -2.168
C  0.040  1.607  -4.357
C  -0.863  3.285  1.678
H  -6.936  0.055  2.270
H  -2.364  -1.513  1.301
H  7.759  -1.803  -2.223
C  -0.680  1.344  -5.523
N  5.650  -0.606  -0.119
C  2.334  -5.197  2.882
N  5.672  -1.866  -1.907
H  3.698  -4.205  -0.738
C  -5.056  -1.244  -0.824
H  -1.647  -3.257  4.363
C  7.041  -1.936  -1.416
C  -3.072  -0.424  5.185
H  -3.985  -0.495  3.239
C  -4.511  1.177  -4.945
H  5.270  0.298  2.759
S  3.613  3.483  -1.141
H  4.610  -5.023  0.555
H  -2.239  5.791  7.009
H  7.242  -2.887  -0.917
C  2.465  4.611  -1.761
H  -1.939  -2.384  -1.897
H  -3.104  -2.800  0.369
H  1.713  -4.784  -2.922
H  -1.964  -0.135  7.005
H  -1.816  -0.116  -6.601
H  -6.456  -2.874  -0.815
Si  -0.436  -4.395  -1.739
C  -3.496  1.491  -2.747

Results
Charge   -1
Maximum force   0.9 eV/A
LUMO (alpha / beta)   0.0590 / 0.0390 Eh
Orbital gap (alpha / beta)   5.33 / 4.79 eV
Energy above the lowest of the compared OMol25 structures with the same formula, charge and spin   80.3 kcal per mole
HOMO energy (alpha / beta)   -3.7257 / -3.7308 eV


Record 2
Entry from the Open Molecules 2025 dataset: a 2-piece molecular cluster, C34H32ClFIN2O13P overall at a distorted geometry (ωB97M-V/def2-TZVPD).

Positions of all 85 atoms, in Å:
C  4.591  -3.257  -0.029
O  -5.982  -1.593  -0.580
O  1.486  -2.814  1.201
N  2.918  3.848  2.728
C  -1.358  0.368  -1.346
H  -2.145  -7.136  -1.457
H  -3.174  0.914  0.650
H  -7.493  5.803  2.848
O  -5.798  4.442  4.046
C  -2.045  -6.788  -2.570
C  -2.069  -2.612  -2.566
C  3.351  1.252  -0.706
H  -4.330  1.112  -0.635
H  2.009  2.495  4.246
O  -1.844  2.890  -0.657
C  0.983  2.917  1.082
C  -0.607  -1.870  -2.901
C  1.197  0.407  -2.505
O  1.881  6.158  2.907
C  5.270  2.295  1.249
O  -7.996  2.927  -0.577
C  -6.209  4.075  2.940
C  -6.370  2.592  1.059
H  -0.716  -4.995  -1.766
C  -7.480  3.374  0.452
H  4.557  6.456  1.443
C  2.299  -3.713  0.641
C  2.567  2.993  1.519
O  1.891  0.513  -3.641
H  -6.022  -2.478  -3.203
O  6.670  0.473  2.563
C  3.718  2.152  0.645
C  5.224  -0.632  -0.480
H  -3.484  -4.513  -2.847
C  -7.903  4.673  1.133
C  -2.819  -0.369  -1.009
P  -4.946  -2.623  -1.223
O  3.189  -3.302  -0.477
C  -1.341  -5.279  -2.723
C  4.517  0.413  -1.563
H  2.383  4.268  4.789
I  0.941  -2.805  -4.208
H  0.127  3.497  1.678
H  5.981  1.978  0.357
Cl  4.239  0.797  3.789
O  -5.777  -3.287  -2.641
H  4.049  -0.275  -2.400
H  4.670  -2.954  1.104
H  2.836  -5.404  2.140
C  0.621  2.021  -0.253
C  2.355  -5.304  1.069
C  -0.215  -0.401  -2.290
H  -3.035  -6.820  -3.192
H  5.337  1.160  -1.997
H  2.902  -5.972  0.260
C  1.984  3.612  3.893
C  5.366  -2.167  -1.033
C  -3.234  -1.867  -1.625
H  3.744  5.235  0.125
H  -6.094  1.724  0.471
O  -4.697  -3.857  0.032
H  1.232  -5.663  1.157
H  5.050  -2.332  -2.147
C  -7.253  4.907  2.287
C  -5.711  2.833  2.206
H  6.293  -0.167  -0.255
H  -4.538  -3.277  0.858
C  3.575  5.983  1.010
H  6.515  -2.470  -0.966
C  1.774  1.216  -1.159
C  5.519  1.189  2.464
H  4.607  -0.598  0.518
H  -2.460  -4.079  -4.370
C  2.733  5.310  2.277
H  2.931  6.888  0.592
N  -3.741  0.442  -0.090
F  -1.114  -7.779  -3.230
H  0.863  3.887  3.695
H  5.099  -4.330  -0.144
O  -8.795  5.384  0.576
C  -0.969  1.885  -0.756
C  -2.431  -4.124  -3.177
H  5.504  3.382  1.614
H  -0.592  -5.401  -3.644
O  -4.764  2.164  2.722

Results
Charge   -2
Maximum force   9.3 eV/A
LUMO   0.0472 Eh
Orbital gap   1.79 eV
Energy above the lowest of the compared OMol25 structures with the same formula, charge and spin   655.0 kcal per mole
HOMO energy   -0.5077 eV


Record 3
Entry from the Open Molecules 2025 dataset: C2H8N2O as an isolated structure at a distorted geometry (ωB97M-V/def2-TZVPD).

Positions of all 13 atoms, in Å:
O  -0.303  0.455  -0.726
H  1.446  -2.173  -0.037
H  2.308  -0.593  0.163
C  -1.616  0.806  -1.014
H  -2.185  -0.020  -1.469
N  0.223  -0.676  0.635
H  1.224  0.786  1.591
C  1.368  -1.090  -0.101
H  1.081  -0.699  -1.122
H  -1.604  1.646  -1.725
H  -0.302  0.351  2.219
N  0.516  0.057  1.699
H  -2.155  1.150  -0.113

Results
Maximum force   1.9 eV/A
LUMO (alpha / beta)   0.0378 / 0.0378 Eh
Orbital gap (alpha / beta)   9.85 / 9.86 eV
Energy above the lowest of the compared OMol25 structures with the same formula, charge and spin   110.6 kcal per mole
HOMO energy (alpha / beta)   -8.8267 / -8.8276 eV